The following is a DFT calculation (the ωB97M-V functional and the def2-TZVPD basis) of 15 unconnected molecules or ions with the total composition H28O18S in a non-equilibrium geometry.

Geometry as XYZ:
```
47
Properties=species:S:1:pos:R:3:lowdin_charge:R:1
S 11.0261 4.9016 3.3362 0.421
O 12.4553 4.8598 3.5240 -0.357
O 10.7199 5.4549 2.0660 -0.346
O 10.5337 3.5338 3.3148 -0.318
O 10.4116 5.6233 4.4265 -0.292
O 8.8686 4.7050 0.6450 -0.042
H 9.6088 5.0392 1.1481 -0.070
H 8.1543 4.6779 1.2315 -0.013
O 14.2551 5.7531 1.8196 -0.062
H 13.5883 5.3574 2.4577 0.012
H 14.4495 5.0433 1.2386 0.019
O 10.2935 1.8307 1.4328 -0.097
H 11.0110 2.0488 0.8115 0.033
H 10.3580 2.4173 2.2165 -0.033
O 8.0789 3.2326 3.1595 -0.023
H 9.0133 3.4903 3.2289 -0.041
H 7.7207 3.3337 3.9814 -0.021
O 13.5481 3.9442 5.6632 -0.070
H 14.2345 3.3348 5.4371 0.007
H 13.0913 4.3110 4.8589 -0.017
O 9.2412 7.6707 1.7197 -0.057
H 9.5228 7.9406 0.8387 0.037
H 9.8039 6.9084 1.9129 -0.027
O 11.0127 2.2391 5.3297 -0.070
H 10.4054 1.4964 5.1793 0.066
H 10.8429 2.8765 4.6316 -0.053
O 11.1278 7.8548 5.5205 -0.070
H 10.5663 8.0061 6.3275 0.074
H 10.8604 7.0205 5.1398 -0.037
O 8.3099 6.8633 4.9591 -0.094
H 9.1002 6.3001 4.9005 -0.053
H 7.7382 6.4896 4.2431 0.049
O 12.0423 5.2073 -0.1937 -0.083
H 11.5547 5.2590 0.6738 -0.003
H 11.3803 5.4318 -0.8725 0.042
O 12.2091 7.5788 1.8654 -0.062
H 11.5058 6.9173 1.7657 -0.035
H 12.9824 7.1413 1.5164 -0.008
O 13.6583 6.8224 4.7234 -0.081
H 13.3084 6.1141 4.1194 -0.017
H 12.8778 7.2851 5.0056 -0.027
O 13.3749 2.6040 2.5987 -0.037
H 13.0924 3.4337 2.9516 -0.049
H 13.1658 1.8481 3.1347 0.031
O 9.7332 4.1828 6.7046 -0.122
H 10.2128 3.3418 6.4537 0.005
H 9.9490 4.7546 5.9277 -0.009
```

Computed properties:
calculated total energy: -48147.6986 eV
charge: -2
gap between HOMO and LUMO: 9.2 eV
highest occupied orbital energy: -3.94 eV
ΔE to the lowest compared entry with this formula, charge and spin: 89.9 kcal per mole



The following is a DFT calculation (the ωB97M-V functional and the def2-TZVPD basis) of 14 unconnected molecules or ions with the total composition H29NO16S in a non-equilibrium geometry.

Geometry as XYZ:
```
47
Properties=species:S:1:pos:R:3:lowdin_charge:R:1
N 5.4322 -11.3475 45.2165 0.380
H 4.8942 -12.2020 44.9867 0.125
H 6.2999 -11.9424 45.3472 0.191
H 5.1207 -11.1582 46.1609 0.160
H 5.3649 -10.6101 44.7897 0.020
O 2.6225 -15.3256 48.0617 0.301
H 3.3493 -15.7144 48.5950 0.185
H 3.0768 -14.4183 48.1874 0.222
H 2.6788 -15.6514 47.1728 0.011
S 2.1845 -15.1903 44.3602 0.420
O 0.8296 -14.6774 44.2325 -0.336
O 2.4961 -15.5864 45.7184 -0.287
O 2.3609 -16.3640 43.5070 -0.373
O 3.0753 -14.1896 43.7872 -0.373
O 5.4806 -14.3286 44.7425 -0.103
H 4.7685 -14.0822 44.1371 -0.031
H 5.8686 -15.1495 44.2734 0.117
O -1.3075 -16.0777 44.6832 -0.058
H -0.6078 -15.3490 44.5431 0.009
H -1.0192 -16.7205 44.1356 -0.088
O 0.2037 -17.9385 43.0968 0.012
H 0.3198 -18.2440 42.3025 -0.052
H 0.9548 -17.2773 43.1584 0.023
O 4.3241 -16.4626 41.5702 -0.116
H 4.4587 -15.4971 41.6339 -0.017
H 3.5855 -16.5821 42.2984 0.029
O 1.2525 -14.9764 41.0317 -0.004
H 0.3661 -14.8755 41.1857 -0.024
H 1.3131 -15.8873 41.3506 0.031
O -0.1531 -12.8114 42.6319 -0.101
H 0.3300 -13.4896 43.2110 -0.001
H -0.9921 -13.2157 42.3600 0.040
O 2.7880 -11.6130 43.3821 -0.154
H 2.7939 -12.5761 43.5644 -0.045
H 2.9253 -11.4936 42.2819 0.156
O -0.4280 -13.0975 46.0073 0.013
H -0.2325 -13.5552 45.3193 -0.142
H -0.8200 -12.3264 45.5594 0.067
O 3.4923 -18.6735 43.6893 -0.116
H 2.9493 -17.8406 43.6386 -0.032
H 4.2838 -18.3524 43.1326 0.068
O 1.9171 -18.5551 46.2690 -0.056
H 2.1569 -18.7191 45.3830 -0.033
H 1.8476 -17.5548 46.2573 0.029
O 4.3548 -13.6291 41.7154 -0.049
H 3.8312 -13.7885 42.4829 -0.073
H 3.7088 -13.2088 41.1439 0.056
```

Computed properties:
calculated total energy: -45550.8635 eV
gap between HOMO and LUMO: 7.1 eV
highest occupied orbital energy: -9.27 eV
ΔE to the lowest compared entry with this formula, charge and spin: 23.1 kcal per mole



The following is a DFT calculation (the ωB97M-V functional and the def2-TZVPD basis) of a molecular structure, H29O15 in a non-equilibrium geometry.

Geometry as XYZ:
```
44
Properties=species:S:1:pos:R:3:lowdin_charge:R:1
O 3.2888 2.2176 -2.0875 -0.073
H 2.3504 2.2422 -1.8869 -0.005
H 0.7459 -3.2527 -1.6276 -0.003
O 1.9814 0.9239 0.6291 -0.278
H 1.1109 0.0364 0.2930 0.010
H 2.7594 0.3707 0.6137 -0.039
O 1.3223 -2.6083 -2.0668 -0.075
H 1.3888 2.3598 1.7310 -0.005
H -0.3421 -1.0513 0.5577 -0.022
O -3.6679 -2.2845 0.5549 -0.055
H 0.7158 -0.1139 4.1286 0.031
H -3.7450 -1.5442 1.1368 0.023
O 2.8015 -0.1555 2.7730 -0.127
H 3.7494 -0.0448 2.7981 0.011
H -2.5817 3.5715 1.6048 0.059
O -0.1985 2.4335 -1.5843 -0.044
H -4.5520 3.0121 -0.4843 0.023
H -0.5835 1.6473 -1.9903 0.047
O 1.2561 3.3285 1.6932 -0.106
H 2.4773 -0.0143 1.8073 -0.010
H 2.1647 3.5155 1.9799 0.030
O -0.8834 -3.1694 1.2237 -0.051
H -0.6640 -3.8210 1.8838 0.071
H 3.1061 1.9017 -2.9921 0.035
O -0.0646 -0.7132 4.0627 -0.095
H 0.3584 -1.5433 3.7835 0.023
H 1.5992 -1.9237 -1.4600 -0.018
O -3.9200 2.4359 -0.9085 -0.064
H -3.1170 -3.0539 0.6339 0.000
O -1.0802 -4.2157 -1.0563 -0.089
H -0.8343 -3.6786 -0.2766 -0.038
H -3.1046 2.7670 -1.2721 0.008
O -2.9811 0.0677 -3.9275 -0.074
H -3.6087 -0.5093 -4.3737 0.024
H -3.5977 0.2959 -3.1979 0.043
O -2.8983 4.2193 0.9470 -0.066
H -2.0794 4.2640 0.4426 0.029
H -0.1481 -2.5408 1.0757 0.028
O 0.5597 -1.0136 0.2550 -0.225
H -0.3712 2.5809 -0.6533 0.022
H -1.2912 -3.7293 -1.8519 0.036
O 4.4184 -1.2115 -0.6755 -0.040
H 4.7836 -2.0106 -0.3017 0.030
H 3.5589 -1.4352 -1.0494 0.018
```

Computed properties:
calculated total energy: -31183.6247 eV
charge: -1
gap between HOMO and LUMO: 8.7 eV
highest occupied orbital energy: -6.12 eV
ΔE to the lowest compared entry with this formula, charge and spin: 59.9 kcal per mole



The following is a DFT calculation (the ωB97M-V functional and the def2-TZVPD basis) of 15 unconnected molecules or ions with the total composition H29O15 in a non-equilibrium geometry.

Geometry as XYZ:
```
44
Properties=species:S:1:pos:R:3:lowdin_spin:R:1
O -1.5158 -2.5156 -2.7590 0.000
H -1.3163 -2.0531 -3.6031 0.000
H -3.3375 -0.0928 0.0349 0.000
O 1.2866 -2.5658 -0.4252 0.001
H 0.3274 -2.4871 -0.5830 0.000
H -2.5567 1.9068 -1.4119 0.010
O -3.4928 -0.6702 0.7202 0.001
H -0.8356 -0.3542 -1.1531 -0.001
H -0.3089 -1.4854 3.6997 0.000
O -1.2368 4.0835 -1.4309 0.032
H 0.1336 1.1609 -1.7223 0.008
H -1.8658 4.3742 -2.0419 0.000
O -0.1739 2.6662 0.9480 0.001
H -1.0060 2.8058 1.3690 0.000
H -1.5854 -0.9319 -0.0224 0.000
O 1.2818 -1.8940 3.9608 0.000
H 2.1501 0.6977 -0.1072 0.000
H 1.6772 -1.3897 3.2325 0.000
O -1.1957 1.6439 -1.7111 0.436
H -0.1685 2.9161 0.0444 -0.001
H 1.4699 -1.6804 -0.7269 0.000
O 2.0853 -0.7017 -4.0139 0.001
H 1.6009 -1.0930 -3.3076 0.000
H -1.2922 -1.9328 -2.0014 0.000
O 1.1812 0.8126 -1.5150 0.231
H 1.8069 1.5818 -1.6931 -0.002
H -4.1825 -1.2576 0.2733 0.000
O 3.0581 1.0181 0.1751 0.049
H -1.1829 3.0366 -1.4641 -0.002
O 3.2771 1.1106 3.1474 0.002
H 2.4712 0.9530 2.6292 0.000
H 2.8302 1.8829 0.5012 0.000
O 1.5260 -5.0690 1.6384 0.000
H 1.2894 -4.7722 2.5125 0.000
H 1.7796 -4.3723 0.9547 0.000
O -0.9193 -1.1828 -0.6806 0.000
H -1.1313 1.7895 -2.6203 0.002
H 1.6200 -0.1009 -4.3332 0.000
O -1.1173 -0.8979 3.9087 0.000
H 1.6426 -1.6165 4.7562 0.000
H 3.8061 1.7564 2.6689 0.000
O -3.5749 2.1633 -1.1048 0.227
H -0.8849 0.0260 3.6681 0.000
H -3.4203 2.7309 -0.4110 0.004
```

Computed properties:
calculated total energy: -31176.4094 eV
expectation value of S²: 0.76
gap between HOMO and LUMO (alpha / beta): 9.3 / 3.0 eV
highest occupied orbital energy (alpha / beta): -10.45 / -10.45 eV
ΔE to the lowest compared entry with this formula, charge and spin: 71.3 kcal per mole
2S+1: 2